A) 16
Properties=species:S:1:pos:R:3 method="wB97M-V/def2-TZVPD" total_charge=+1 s_squared=0.75 multiplicity=2 gap_ev="11.476 / 4.240"
C -1.0997 -1.3549 -0.5058
N 2.0005 -1.1689 1.7960
H -2.0184 -1.2861 -1.0923
H -0.3190 -1.7102 -1.1754
H -1.2548 -2.0458 0.3279
H 1.5298 -1.3396 2.6822
H 1.2805 -0.8111 1.1797
H 2.3096 -2.0576 1.4077
C -0.0860 0.8192 -0.8171
O -0.7743 -0.1118 0.0207
C -0.4736 2.2067 -0.3642
H -0.4444 0.6188 -1.8280
H 0.9954 0.6203 -0.7425
H 0.2195 2.8982 -0.8440
H -0.3993 2.3011 0.7089
H -1.4658 2.4216 -0.7537

=====

B) 16
Properties=species:S:1:pos:R:3 method="wB97M-V/def2-TZVPD" total_charge=+1 s_squared=0.75 multiplicity=2 gap_ev="8.679 / 2.458"
C -1.3695 0.1794 2.2371
N 0.5718 -3.8358 -4.2434
H -1.5129 -0.8735 2.4609
H -1.2417 0.7960 3.1316
H -2.2982 0.6141 1.8404
H 0.6548 -3.3932 -5.1434
H 1.3256 -4.4886 -4.1097
H -0.3105 -4.3104 -4.1535
C 0.5043 1.4534 1.5770
O -0.3978 0.4823 1.2807
C 0.4842 2.4962 0.4439
H 1.5772 1.0965 1.5335
H 0.6131 1.5839 2.6662
H -0.5169 2.5285 0.0244
H 1.1994 2.1703 -0.3080
H 0.7170 3.5010 0.7622

=====

Computed energies relative to the best structure, in kcal/mol: A) 0.0; B) 11.7

=====

A) 10
Properties=species:S:1:pos:R:3 method="wB97M-V/def2-TZVPD" gap_ev="6.666 / 8.752"
C -1.8924 -0.9185 -1.1339
C -0.9218 -0.0808 -1.0319
C 1.5219 2.3967 0.4953
C -1.0287 -1.0645 0.1086
P 1.6316 2.0505 -1.1377
H -2.8381 -1.4444 -1.2150
H 2.4494 2.8549 1.0243
H 0.5304 2.2653 0.9210
H -1.2624 -0.7754 1.1075
H -0.4324 -1.8647 0.1577

=====

B) 10
Properties=species:S:1:pos:R:3 method="wB97M-V/def2-TZVPD" smiles="C=PC1=CC1" gap_ev=8.900
C 2.0344 1.1735 0.1559
P 1.7805 -0.4149 -0.1569
C -0.0313 -0.6379 -0.0035
C -1.0014 -1.4924 0.0811
C -1.5482 -0.1989 -0.3454
H 2.9063 1.8034 -0.0938
H 1.2089 1.6720 0.6371
H -1.4213 -2.2905 0.6003
H -2.0203 -0.1062 -1.2345
H -1.9078 0.4919 0.3597

=====

Computed energies relative to the best structure, in kcal/mol: A) 80.3; B) 0.0

=====

A) 19
Properties=species:S:1:pos:R:3 method="wB97M-V/def2-TZVPD" total_charge=+2 gap_ev=9.390
Cs -0.0395 -2.5447 2.1307
C 0.7508 -1.5705 -0.2518
C 0.9220 -0.0588 -0.3149
C -0.3953 0.7195 -0.0265
O -1.2805 0.4830 -1.1155
C -2.6100 0.9959 -0.8956
N 2.0548 0.4080 0.6406
H 1.7370 0.2420 1.5848
H 2.8779 -0.1416 0.4393
H 2.3555 1.3722 0.6402
H 0.2025 -2.0511 -1.0620
H 0.2209 -1.8512 0.6584
H 1.6484 -2.1217 0.0284
H 1.4975 0.2510 -1.1873
H -0.2368 1.7802 0.1682
H -0.8165 0.4726 0.9481
H -2.5544 2.0494 -0.6217
H -3.0199 0.4524 -0.0443
H -3.3143 1.1134 -1.7191

=====

B) 19
Properties=species:S:1:pos:R:3 method="wB97M-V/def2-TZVPD" total_charge=+2 gap_ev=11.717
Cs -1.2039 -4.0271 -0.7710
C 1.7802 0.2193 0.8763
C 0.8135 1.0515 0.0387
C -0.1060 0.0752 -0.7904
O -0.8679 -0.8461 0.0116
C -1.8201 -1.5989 -0.7498
N 0.1307 2.0200 0.9547
H 0.8603 2.5602 1.3975
H -0.3900 2.7134 0.4370
H -0.3967 1.5749 1.6922
H 2.4113 0.6803 1.6362
H 2.5182 -0.2387 0.2177
H 1.3012 -0.6227 1.3760
H 1.4349 1.6387 -0.6375
H 0.5813 -0.4806 -1.4282
H -0.8205 0.6611 -1.3686
H -1.4022 -1.9001 -1.7104
H -2.6926 -0.9806 -0.9610
H -2.1318 -2.4997 -0.2211

=====

Computed energies relative to the best structure, in kcal/mol: A) 52.6; B) 0.0

=====

A) 8
Properties=species:S:1:pos:R:3 method="wB97M-V/def2-TZVPD" smiles=C#N.OSS gap_ev=8.578
C 2.5455 -1.2232 0.2336
N 3.5146 -1.6511 0.5741
H 1.7742 -0.5967 -0.0396
O -0.7396 2.2476 -0.5959
S -0.8244 0.6322 0.1091
S -2.3103 -0.9307 0.1597
H -0.6877 2.0356 -1.5209
H -3.2724 -0.5137 1.0799

=====

B) 8
Properties=species:S:1:pos:R:3 method="wB97M-V/def2-TZVPD" gap_ev="6.265 / 7.242"
C 0.1942 0.0718 -0.2904
N 0.4064 3.0328 -0.4436
O 2.1448 1.5039 -2.0122
S 0.1695 1.8026 -1.2982
S 2.8496 2.8331 -1.8052
H 0.3018 0.3558 0.7546
H 0.8173 -0.6908 -0.8218
H -0.8309 -0.1331 -0.5898

=====

Computed energies relative to the best structure, in kcal/mol: A) 0.0; B) 65.0

=====

A) 21
Properties=species:S:1:pos:R:3 method="wB97M-V/def2-TZVPD" total_charge=+2 gap_ev="8.476 / 8.476"
C -0.2188 0.3297 -1.1377
C 0.5439 0.4548 -3.5781
C 0.0578 -0.3293 -2.4642
C -0.4559 -1.9601 2.0364
C 0.5169 -0.8668 2.0760
N 0.2096 -0.0746 -0.0880
N 0.8702 1.2016 -4.4184
N 0.7327 -0.0564 0.9551
N -0.2469 1.9358 1.6807
H -0.9415 1.2063 -1.1926
H 0.7405 -1.1003 -2.4122
H -0.9242 -0.8681 -2.9314
H -1.4082 -1.6602 1.6959
H -0.0979 -2.7353 1.3792
H -0.7669 -2.2938 3.0820
H 1.5150 -1.2534 2.4245
H 0.2375 -0.1973 2.8634
H 0.7744 1.7430 -5.2003
H -1.2397 1.9318 1.2294
H 0.3560 2.6458 1.2932
H -0.2545 1.9467 2.7070

=====

B) 21
Properties=species:S:1:pos:R:3 method="wB97M-V/def2-TZVPD" total_charge=+2 gap_ev=8.302
C 0.7735 0.2530 0.8285
C 1.3315 -0.9953 -1.7222
C 1.2975 -1.0188 0.4362
C 1.7047 -2.4775 -3.8262
C -2.7974 1.2481 1.0598
N -0.4859 0.4307 0.8366
N 1.4768 -1.7591 -2.5875
N -1.3338 1.0150 1.4549
N -0.7763 2.2777 2.5272
H 1.6119 1.0024 1.1105
H 2.3671 -1.2701 0.5446
H 0.6232 -1.8614 0.2812
H 1.5838 -1.9336 -4.7479
H 1.0187 -3.3240 -3.7274
H 2.7873 -2.8149 -3.7210
H -2.7742 1.9356 0.3127
H -3.2280 0.2912 0.7412
H -3.2543 1.4730 1.9852
H 0.1674 1.9015 2.8564
H -1.2755 2.5479 3.3741
H -0.8178 3.0785 1.9832

=====

Computed energies relative to the best structure, in kcal/mol: A) 0.0; B) 23.7

=====

A) 15
Properties=species:S:1:pos:R:3 method="wB97M-V/def2-TZVPD" smiles="N[C@@]1(F)C=NC=[NH+]C1" total_charge=+1 gap_ev=8.925
N -0.9217 -0.5013 -1.7918
C -0.2484 0.1551 -0.7685
F 0.6945 1.1090 -1.1150
C -1.1020 0.7930 0.2754
N -0.4389 1.2502 1.2254
C 0.6812 0.7415 1.6828
N 1.0395 -0.4860 1.3566
C 0.4679 -1.0002 0.1187
H -1.8072 -0.2194 -1.9553
H -0.4221 -0.4415 -2.7281
H -2.1416 1.1430 0.1870
H 1.3138 1.4949 2.1452
H 1.7766 -0.9980 1.7976
H -0.2937 -1.7708 0.1634
H 1.4021 -1.2695 -0.5933

=====

B) 15
Properties=species:S:1:pos:R:3 method="wB97M-V/def2-TZVPD" smiles="N[C@@]1(F)C=NC=[NH+]C1" total_charge=+1 gap_ev=9.349
N 0.1627 -1.2413 1.7008
C 0.0536 -0.7040 0.4264
F 0.5551 -1.5432 -0.6132
C -1.3799 -0.3517 0.0633
N -1.5654 0.3168 -0.9957
C -0.5754 0.8905 -1.6668
N 0.5006 1.2473 -1.0184
C 0.8115 0.6390 0.2595
H -0.3578 -2.0995 1.8299
H 1.1096 -1.3594 2.0365
H -2.2049 -0.5996 0.7152
H -0.7362 1.1552 -2.7034
H 1.1650 1.9105 -1.4048
H 0.5767 1.3123 1.0928
H 1.8850 0.4271 0.2779

=====

Computed energies relative to the best structure, in kcal/mol: A) 29.7; B) 0.0

=====

A) 32
Properties=species:S:1:pos:R:3 method="wB97M-V/def2-TZVPD" smiles=ClCCCl.ClCCCl.ClCCCl.ClCCCl gap_ev=10.924
Cl 0.8701 15.5949 1.7539
C -0.6078 16.0276 0.8375
C -1.6830 14.9796 0.9991
Cl -2.5108 15.1207 2.5909
H -0.4213 16.1393 -0.2317
H -0.9419 17.0050 1.1753
H -1.2793 13.9740 0.9300
H -2.4224 15.1106 0.2109
Cl -2.8790 18.6677 -1.3188
C -3.4507 17.5416 -2.5669
C -4.7861 16.9189 -2.1947
Cl -6.0560 18.1687 -1.9629
H -2.7221 16.7296 -2.5197
H -3.4054 18.0209 -3.5372
H -4.6988 16.4201 -1.2339
H -5.1231 16.2273 -2.9605
Cl 3.0418 15.5821 5.1414
C 3.9464 15.2580 3.6379
C 5.2134 14.4741 3.9451
Cl 6.1249 14.2268 2.4590
H 4.1337 16.1958 3.1234
H 3.3364 14.6547 2.9675
H 4.9520 13.5182 4.3921
H 5.8679 14.9885 4.6444
Cl -1.3876 10.8447 4.5191
C -0.3457 11.9073 5.4936
C -0.9450 13.2880 5.6976
Cl -2.6192 13.1855 6.3867
H 0.5703 11.9773 4.9073
H -0.0966 11.3823 6.4123
H -1.1210 13.7280 4.7209
H -0.3476 13.8909 6.3694

=====

B) 32
Properties=species:S:1:pos:R:3 method="wB97M-V/def2-TZVPD" smiles=ClCCCl.ClCCCl.ClCCCl.ClCCCl gap_ev=11.108
Cl -4.2845 3.7878 -2.3358
C -3.4852 3.8387 -0.7370
C -2.0031 4.1479 -0.8795
Cl -1.1222 2.7752 -1.6296
H -3.6195 2.9014 -0.2074
H -3.9307 4.6840 -0.2171
H -1.5177 4.4333 0.0482
H -1.9025 4.9739 -1.5833
Cl 4.5110 -1.9277 1.7011
C 5.2517 -0.9116 0.4204
C 6.1491 0.1402 1.1104
Cl 5.2500 1.2479 2.1583
H 4.5099 -0.3547 -0.1428
H 5.8697 -1.5873 -0.1583
H 6.6068 0.7293 0.3191
H 6.8534 -0.3876 1.7450
Cl -0.4821 -1.8355 -0.6591
C 1.1379 -1.1533 -0.8807
C 1.2436 -0.2497 -2.1144
Cl 2.9898 -0.0845 -2.5119
H 1.8076 -1.9850 -1.0922
H 1.4146 -0.6569 0.0428
H 0.8105 0.7272 -1.9341
H 0.8020 -0.7673 -2.9592
Cl -5.3455 -3.4994 0.0434
C -3.9872 -2.6264 0.8292
C -3.9365 -2.9593 2.2960
Cl -5.3937 -2.3681 3.1636
H -4.1619 -1.5755 0.6147
H -3.0956 -2.9053 0.2737
H -3.0772 -2.5223 2.8024
H -3.8626 -4.0292 2.4742

=====

Computed energies relative to the best structure, in kcal/mol: A) 0.0; B) 1.5